Model 1:
Here is 2 unconnected molecules or ions with the total composition C4H8N2 from the Open Molecules 2025 dataset. Energies are from ωB97M-V with the def2-TZVPD basis set.

LUMO energy, hartree: 0.0336
SMILES: C/C=N/CC#N.[H][H]
Orbital gap, eV: 10.64
Molar mass, g mol⁻¹: 84.12

Each line ends with the Mulliken charge.
Geometry (Å):
C  -1.84066  -0.11499  -0.51067  -0.777
C  -0.43965  -0.37685  -0.26678  0.061
N  0.40055  0.57465  -0.13557  -0.581
C  1.78320  0.24693  0.05930  -0.362
C  2.09586  -1.10937  0.48534  0.321
N  2.28087  -2.20001  0.81399  -0.423
H  -2.60517  -0.85817  -0.26117  0.269
H  -2.19104  0.91534  -0.60581  0.373
H  -1.17385  -0.44741  -1.56207  0.190
H  -0.19404  -1.43849  -0.16278  0.398
H  2.21529  0.90972  0.80430  0.272
H  2.33382  0.42757  -0.85794  0.253
H  -1.25576  1.30719  1.63240  0.178
H  -0.54869  1.34136  1.36364  -0.170



Model 2:
Here is a molecular structure, C4H8N2 from the Open Molecules 2025 dataset. Energies are from ωB97M-V with the def2-TZVPD basis set.

LUMO energy, hartree: 0.0418
Orbital gap, eV: 9.22
Molar mass, g mol⁻¹: 84.12

Each line ends with the Mulliken charge.
Geometry (Å):
C  -0.04948  -1.67151  0.31547  -0.436
C  0.41500  -0.41444  0.32148  0.216
C  1.83135  0.47762  0.90574  -0.901
C  -1.05063  1.05529  -1.09338  -0.845
N  -1.30027  -1.23260  -0.22416  -0.480
N  -0.84514  0.13115  -0.00569  0.002
H  0.24679  -2.67020  0.53858  0.406
H  1.50534  1.01760  1.77922  0.283
H  2.57138  -0.27511  1.12264  0.307
H  2.13605  1.13205  0.10206  0.287
H  -0.77563  0.62523  -2.06072  0.312
H  -2.10468  1.33647  -1.11809  0.268
H  -0.44742  1.94053  -0.90355  0.343
H  -2.13268  -1.45208  0.32040  0.239



Model 3:
Here is C4H8N2 in the gas phase from the Open Molecules 2025 dataset. Energies are from ωB97M-V with the def2-TZVPD basis set.

LUMO energy (alpha / beta), hartree: 0.0077 / -0.0012
Orbital gap (alpha / beta), eV: 7.87 / 6.67
Molar mass, g mol⁻¹: 84.12

Each line ends with the Mulliken charge.
Geometry (Å):
C  0.40582  -1.18022  0.71445  -0.919
N  0.18680  0.20520  0.33241  0.113
C  -0.56775  1.06414  1.23691  -0.899
C  0.44584  0.57084  -0.90434  -0.274
C  0.20472  -0.35750  -2.08164  0.180
N  0.28868  -1.57187  -2.24389  -0.700
H  -0.07881  -1.37533  1.67309  0.349
H  1.47539  -1.38540  0.79464  0.261
H  0.02031  -1.83147  -0.09139  0.375
H  -1.61316  0.73090  1.25770  0.353
H  -0.53779  2.09145  0.86821  0.299
H  -0.15783  1.02536  2.24798  0.328
H  0.31566  1.63336  -1.11324  0.311
H  -0.38788  0.38052  -2.69090  0.222



In order of decreasing stability: model 2, model 1, model 3.